Density functional theory data (ωB97M-V/def2-TZVPD) for a structure of composition C92H198F12N3O8P5S4 in a non-equilibrium geometry.

Results
Net charge   +4
E_tot   -8887.1460 Eh
Multiplicity   1
HOMO-LUMO gap   10.07 eV
LUMO   -5.8 eV
E_HOMO   -15.83 eV

Each line ends with the Mulliken charge.
Atoms and positions in Å:
S  -0.227  0.203  -0.846  -0.15
S  0.259  -4.795  -2.904  0.72
S  0.682  2.592  0.230  0.74
S  0.787  -5.760  -0.347  0.18
P  -2.403  1.807  3.898  0.44
P  -0.457  4.696  -4.202  0.89
P  6.250  6.467  3.130  0.54
P  -2.058  -6.092  4.158  0.43
P  -4.879  -3.760  -6.366  0.92
F  1.204  -8.233  -1.385  -0.18
F  2.902  3.191  1.467  -0.15
F  2.245  1.187  1.953  -0.05
F  -0.754  -2.294  -0.840  0.42
F  -0.832  -5.358  -5.208  -0.15
F  -2.082  -5.667  -3.496  -0.17
F  -0.658  -7.151  -3.972  -0.28
F  2.027  -7.900  0.633  -0.18
F  -2.073  -1.206  0.541  0.32
F  2.859  -6.855  -1.128  -0.15
F  -0.042  -1.593  1.064  -0.09
F  3.146  1.675  0.018  -0.01
O  0.205  3.639  1.144  -0.43
O  1.111  -0.120  -1.298  0.03
O  -1.228  0.520  -1.877  -0.94
O  1.667  -4.885  -3.205  -0.50
O  0.083  -6.072  0.852  -0.45
O  0.989  3.005  -1.174  0.64
O  -0.333  -3.520  -2.940  -0.48
O  1.817  -4.739  -0.218  -0.44
N  -0.179  1.258  0.359  -0.53
N  -0.136  -5.535  -1.539  -0.24
N  4.928  -2.990  -1.062  0.79
C  9.771  8.158  0.425  -1.09
C  7.119  1.782  2.637  -1.41
C  -1.803  6.589  3.740  -1.46
C  -1.171  6.611  -2.286  -0.56
C  6.845  6.448  5.979  -0.43
C  -5.539  -1.880  1.842  -1.25
C  6.177  2.516  1.652  1.21
C  -8.315  -1.804  -10.085  -1.36
C  5.921  4.648  3.083  -0.63
C  4.990  7.158  1.862  -1.07
C  -3.179  1.801  5.500  -1.21
C  4.506  3.133  -3.370  -1.28
C  -3.244  -8.783  -6.428  -1.35
C  3.931  -2.605  -3.164  -0.78
C  2.196  3.878  -4.140  0.28
C  -3.795  -7.655  0.798  -1.15
C  3.617  6.575  1.975  0.26
C  3.209  2.747  -4.126  -0.39
C  1.789  -7.385  -0.560  0.37
C  -6.531  -4.739  4.887  -1.65
C  -3.484  0.428  6.140  -0.09
C  -5.156  -1.941  -2.152  -1.15
C  -2.865  -8.280  8.925  -1.35
C  -5.132  -5.244  4.948  0.14
C  -3.782  -2.414  -4.207  -0.90
C  -3.181  -3.877  -8.597  -0.52
C  -3.890  2.727  -0.745  -0.86
C  0.614  7.488  -7.117  -0.53
C  2.494  -4.830  5.211  -1.46
C  -1.992  -3.292  -9.345  -0.85
C  4.605  -3.054  0.385  -0.76
C  2.329  2.103  0.992  -0.83
C  -6.664  -2.601  -8.400  -0.66
C  0.615  -0.488  5.485  -1.09
C  -0.608  5.700  4.036  0.21
C  -0.421  5.837  -5.636  -1.30
C  6.248  4.055  1.742  -0.35
C  -8.011  -1.813  -8.601  -0.41
C  6.294  -2.395  -1.291  -1.21
C  -3.749  -2.225  -2.666  2.06
C  6.338  -0.956  -0.568  1.06
C  -4.238  -6.380  -6.278  -0.36
C  0.777  3.442  -4.475  -0.66
C  -0.947  4.205  4.446  -0.39
C  0.883  6.424  -6.052  -0.44
C  -5.301  -5.417  -6.836  -1.15
C  0.339  -4.668  3.814  0.67
C  -5.062  -0.471  1.714  -0.21
C  6.429  7.181  7.257  -0.60
C  -2.749  -6.167  2.499  -0.76
C  -2.932  -8.481  7.430  -0.42
C  7.893  6.922  2.536  -0.60
C  5.155  6.571  7.906  -1.14
C  -2.300  3.407  -2.592  1.74
C  -4.131  -0.114  2.836  -0.03
C  -0.679  -3.448  -8.715  -1.02
C  2.584  6.899  0.845  0.07
C  -4.086  -4.140  4.692  -0.46
C  3.193  6.581  -0.572  -0.99
C  4.641  -4.028  -3.220  -0.87
C  -4.361  -7.872  -6.871  -0.57
C  -2.085  3.577  3.516  -0.89
C  4.982  -4.323  -1.783  -0.21
C  5.994  6.967  4.825  -1.04
C  -3.900  -0.789  8.321  -1.26
C  -2.620  -7.516  5.151  -1.28
C  3.834  -2.255  -1.756  0.45
C  -2.352  -7.371  6.652  -0.54
C  -4.800  -3.552  -4.531  -0.51
C  -3.365  -3.237  -7.227  -0.61
C  -0.974  0.739  3.804  0.69
C  -3.334  -6.616  -0.293  -0.44
C  -3.519  1.223  2.557  0.11
C  0.069  0.875  4.989  -0.79
C  -3.755  3.164  -2.231  -1.13
C  -0.284  -6.030  3.981  -0.93
C  0.021  8.773  -1.584  -1.27
C  9.521  8.781  1.762  -0.65
C  -3.224  0.391  7.672  -0.67
C  1.880  -4.745  3.821  -0.79
C  -0.841  -5.812  -3.944  0.26
C  -0.775  7.558  -1.143  -0.15
C  -0.816  -1.357  0.083  -0.32
C  1.838  8.406  -7.230  -1.39
C  -0.041  5.680  -2.742  0.39
C  7.189  -0.030  -1.362  -1.45
C  -2.629  -4.589  4.958  -0.40
C  8.118  8.437  2.312  -0.83
C  1.335  -1.332  4.434  -0.04
C  -2.793  -7.545  1.964  -0.47
C  -2.120  4.083  -3.976  -1.61
C  -6.230  -2.587  -6.897  -1.17
H  4.130  -4.865  -1.320  -0.13
H  -5.463  -5.479  -7.913  0.58
H  2.205  -5.638  3.329  0.51
H  -0.077  6.142  4.922  0.40
H  8.200  -0.502  -1.522  0.36
H  1.463  5.649  -6.486  0.35
H  4.815  7.119  8.765  0.39
H  2.653  7.897  -7.770  0.32
H  2.575  6.712  -1.427  -0.07
H  -0.020  9.569  -0.785  0.35
H  -3.083  -1.445  -2.310  -0.88
H  -2.675  2.440  6.231  0.60
H  0.721  2.996  -5.435  1.07
H  -3.625  3.507  -0.056  0.52
H  8.072  8.942  3.272  0.33
H  -3.674  -1.734  7.821  0.15
H  -6.299  -5.587  -6.422  0.68
H  1.276  -0.394  6.373  0.52
H  -3.036  -8.260  2.727  0.57
H  -2.513  -9.463  7.074  0.34
H  6.955  -3.185  -0.882  0.41
H  -6.953  -3.617  -8.657  0.33
H  -2.391  -4.754  6.033  0.61
H  -2.945  -0.396  5.745  -0.11
H  3.395  2.410  -5.165  0.46
H  -0.484  -2.733  -7.919  0.25
H  0.213  -6.655  4.716  0.87
H  -2.929  -6.439  7.004  0.08
H  4.900  6.827  5.017  0.36
H  -2.006  6.010  -1.869  0.03
H  -4.069  -6.713  -1.113  0.37
H  5.114  2.183  1.824  -0.65
H  -2.266  -8.477  -6.677  0.36
H  -4.134  2.268  -2.762  0.27
H  -4.015  -3.766  -9.247  0.32
H  -0.931  5.248  -6.394  0.61
H  -7.124  -2.827  -6.365  0.62
H  4.286  3.223  -2.275  0.06
H  6.485  2.154  0.618  -0.34
H  -0.005  -4.209  2.851  -0.42
H  6.700  5.418  6.166  0.26
H  6.522  4.217  3.886  0.85
H  -7.170  -5.565  4.982  0.48
H  -1.865  4.046  -1.777  -0.58
H  -4.274  -6.370  -5.201  0.48
H  2.743  1.792  -3.741  0.03
H  -4.538  0.303  5.869  0.63
H  9.576  9.914  1.769  0.39
H  -2.822  4.884  -4.049  0.60
H  7.241  2.407  3.531  0.40
H  1.729  6.262  1.008  -0.41
H  -3.640  1.285  8.086  0.48
H  7.199  7.180  8.064  0.36
H  7.383  8.915  1.659  0.32
H  5.276  2.427  -3.441  0.47
H  2.516  4.599  -4.889  0.38
H  -3.783  -0.855  9.406  0.40
H  5.304  5.487  8.218  0.27
H  -4.225  -3.629  3.734  -0.57
H  -2.525  -3.510  -6.553  0.17
H  -1.674  2.488  -2.551  -0.53
H  -0.301  -1.059  5.813  0.15
H  -3.049  4.097  3.729  0.78
H  -5.927  0.152  1.773  0.64
H  4.141  7.085  -0.723  0.41
H  -4.964  -0.636  8.140  0.37
H  9.104  8.578  -0.344  0.30
H  -4.947  2.413  -0.459  0.42
H  5.000  8.248  1.983  0.71
H  -1.096  6.617  -5.339  0.72
H  2.324  -3.924  5.750  0.30
H  6.314  8.282  7.021  0.34
H  -2.521  6.700  4.595  0.29
H  -1.954  -3.800  4.657  -0.07
H  7.330  0.964  -0.918  0.33
H  0.625  -1.593  3.649  -0.04
H  0.613  2.546  -3.869  -0.24
H  -2.183  0.272  7.910  0.31
H  1.715  -2.252  4.873  -0.14
H  3.604  -4.765  5.148  0.41
H  -2.282  6.232  2.884  0.36
H  -3.697  -5.662  2.681  1.18
H  -2.240  -8.491  4.805  0.80
H  -3.705  -7.704  5.036  0.65
H  -6.769  -4.228  3.961  0.23
H  -1.458  7.601  3.513  0.44
H  3.846  -1.173  -1.564  -0.09
H  -9.283  -1.327  -10.298  0.38
H  -6.650  -3.937  5.669  0.33
H  -3.198  -7.283  9.230  0.32
H  2.296  7.915  0.970  0.69
H  8.048  1.500  2.137  0.30
H  9.679  7.034  0.339  0.26
H  -1.924  -3.808  -10.319  0.40
H  -0.040  3.570  4.527  -0.12
H  -2.995  -4.924  -8.419  0.31
H  6.509  -2.376  -2.384  0.43
H  5.333  -3.761  0.862  0.33
H  -4.712  -2.613  1.964  -0.05
H  -8.338  -2.830  -10.449  0.35
H  -5.756  -3.270  -4.050  0.39
H  -1.784  -7.843  1.645  0.08
H  -4.267  2.059  2.460  0.85
H  -3.298  -8.877  -5.360  0.33
H  -0.177  6.972  -0.424  -0.30
H  5.615  4.450  0.979  0.11
H  -6.246  -1.952  2.699  0.38
H  -5.611  -1.135  -2.677  0.53
H  -8.819  -2.219  -7.987  0.38
H  4.505  -1.843  -3.701  0.60
H  0.073  -3.958  4.610  0.37
H  -2.836  -2.731  -4.466  0.30
H  -1.811  -8.418  9.244  0.31
H  -1.597  7.155  -3.128  0.44
H  2.150  -0.788  3.958  0.29
H  1.098  8.465  -1.653  0.23
H  -1.807  3.588  2.486  0.11
H  10.207  8.474  2.556  0.38
H  0.138  5.669  3.243  -0.25
H  -4.431  3.985  -2.441  0.54
H  -3.200  1.861  -0.548  -0.07
H  -2.295  -6.628  -0.631  -0.02
H  -0.320  8.042  -6.860  0.39
H  -4.341  -7.722  -7.983  0.33
H  -7.933  -0.759  -8.345  0.34
H  7.300  4.351  1.537  0.24
H  -0.422  1.356  5.805  0.74
H  4.382  6.537  7.179  0.28
H  -2.039  -5.540  1.901  -0.08
H  6.819  0.158  -2.437  0.21
H  0.863  1.550  4.606  0.26
H  -6.064  -2.296  1.005  0.50
H  3.594  -3.418  0.457  0.24
H  -7.528  -1.342  -10.696  0.34
H  -0.512  0.938  2.837  -0.03
H  -5.089  -1.673  -1.111  -0.33
H  -5.905  -1.567  -6.522  0.50
H  -0.128  -6.528  2.992  0.13
H  -4.507  -0.296  0.797  -0.14
H  7.994  6.402  1.564  0.35
H  3.734  5.466  1.835  -0.78
H  -3.467  -5.625  0.076  0.26
H  -4.011  -1.452  -4.644  0.33
H  -2.431  3.425  -4.793  0.66
H  -1.378  4.344  5.473  0.45
H  -0.333  9.206  -2.521  0.32
H  -3.800  -8.669  0.413  0.46
H  -4.195  2.275  5.363  0.46
H  10.772  8.470  0.219  0.41
H  2.235  -5.591  5.961  0.33
H  -4.415  -4.471  -4.096  0.01
H  4.736  -2.149  0.921  0.22
H  -3.438  -2.150  -7.235  0.82
H  -4.209  -3.387  5.476  0.93
H  -4.702  -0.150  3.752  0.40
H  -0.613  -4.518  -8.358  0.19
H  0.176  -3.309  -9.425  0.41
H  3.963  -4.802  -3.635  0.42
H  -1.492  -0.220  3.770  0.03
H  6.553  -1.064  0.519  0.41
H  5.268  -0.583  -0.543  -0.47
H  2.909  -2.771  -3.580  0.24
H  3.293  6.783  2.987  0.63
H  5.900  -4.799  -1.502  0.57
H  5.503  6.856  0.920  0.45
H  6.191  8.025  4.816  0.69
H  4.918  4.049  -3.712  0.41
H  -5.005  -6.080  4.296  0.28
H  0.345  6.981  -8.007  0.41
H  -2.157  -2.236  -9.584  0.37
H  -1.293  -7.228  6.818  0.46
H  1.452  6.833  -5.187  0.21
H  2.223  8.789  -6.329  0.39
H  5.550  -4.020  -3.839  0.40
H  -3.302  -5.898  -6.583  0.03
H  -3.364  -0.932  2.963  -0.23
H  8.663  6.454  3.195  0.63
H  0.385  5.037  -1.929  -0.28
H  0.695  6.374  -3.164  0.45
H  -4.840  -7.374  1.041  0.30
H  -4.002  -8.562  7.276  0.33
H  2.923  -2.671  -1.300  -0.32
H  -3.422  -9.814  -6.815  0.39
H  -2.820  1.233  1.734  -0.78
H  3.387  5.524  -0.596  0.22
H  -1.686  7.903  -0.695  0.51
H  2.197  -3.875  3.302  0.45
H  6.620  0.919  3.072  0.35
H  -3.453  -9.031  9.449  0.40
H  7.906  6.600  5.813  0.38
H  4.871  4.514  3.367  -0.07
H  -5.865  -2.745  -2.323  0.49
H  -5.925  -2.247  -9.116  0.35
H  -4.990  -5.693  5.919  0.14
H  -3.289  -3.148  -2.179  -0.47
H  2.262  4.258  -3.153  -0.45
H  -5.333  -8.330  -6.557  0.32
H  1.577  9.296  -7.822  0.41